{"formula": "C25H44BN8O2SSbSi3Ti", "method": "ωB97M-V/def2-TZVPD", "relative_energy_kcal_mol": 14.2, "largest_force_ev_per_a": 1.06, "spin_multiplicity": 3, "energy_ev": -107457.864, "homo_energy_ev": [-6.00, -8.10], "charge": 0, "lumo_energy_ev": [0.60, 0.50], "orbital_gap_ha": [0.2424, 0.3159], "species": ["H", "H", "C", "H", "H", "N", "C", "H", "C", "H", "C", "H", "H", "C", "N", "H", "H", "H", "B", "C", "C", "H", "C", "C", "H", "C", "H", "H", "N", "H", "C", "H", "H", "H", "N", "N", "C", "H", "H", "H", "H", "N", "C", "C", "C", "O", "H", "H", "C", "N", "C", "H", "H", "Si", "H", "H", "C", "C", "H", "Si", "H", "C", "H", "O", "H", "N", "S", "H", "H", "H", "C", "Si", "Sb", "H", "H", "H", "H", "H", "C", "C", "C", "C", "H", "Ti", "H", "H"], "xyz": [[2.0841, 1.8669, -2.0008], [-6.2978, -1.0770, -4.6963], [-0.7332, 3.7946, -0.6582], [-3.7020, -3.1713, -0.4363], [-1.5653, 1.4627, 3.4953], [3.0057, 2.2621, 1.0135], [-5.3401, 0.4823, -2.8288], [-2.9586, -2.6382, 2.7129], [2.3528, -4.0115, 1.5991], [0.1841, 7.0369, 0.9829], [-2.5718, 0.3644, -2.6927], [-0.5721, -4.8759, 0.1288], [2.0230, 3.4513, 4.7896], [1.2344, 2.9009, 4.3034], [1.5042, 2.2245, 3.1789], [-1.4935, 0.3345, -2.6383], [-2.1765, -4.9955, 0.8504], [-0.8532, -2.3076, -3.2403], [2.9240, 1.9557, 2.5583], [-0.5772, 1.8705, 3.6427], [1.6574, -1.7679, 3.4606], [4.2783, -1.9865, 0.4577], [1.6858, -4.0365, -1.9706], [-0.0922, 2.7146, 4.6436], [3.6872, 2.7188, 3.1041], [-4.6687, 1.2009, -1.8554], [-2.6742, -0.9392, -4.3757], [-2.5431, -2.6057, -1.6443], [-5.2990, -0.9981, -4.7249], [0.6805, 4.8123, 2.1029], [-2.2121, -1.9511, 2.3003], [3.3475, -0.7059, -1.6491], [-2.6741, -0.9746, 2.1677], [-6.4202, 0.5390, -2.8873], [-1.0668, 2.4999, -1.1217], [2.1004, 1.8674, 0.0813], [2.9437, -1.2946, -2.4710], [1.0813, -2.6055, 3.8649], [0.5123, -2.4216, -4.3600], [3.1997, -4.2562, 2.2521], [-5.2230, 1.8141, -1.1588], [0.3888, 1.5650, 2.7776], [0.1993, 4.8874, 1.1335], [-0.6556, 6.0344, -0.7367], [-3.2845, 1.1342, -1.7836], [-3.3255, 3.0180, -0.0016], [3.7113, -0.3589, 0.8571], [-0.8715, 6.9478, -1.2804], [3.9449, 2.5872, -0.9731], [-0.1055, 3.7421, 0.5341], [-2.9142, -2.4369, -0.6322], [0.9038, -4.6170, -1.4845], [0.0486, -0.8580, -3.6911], [-1.5961, -2.6315, 0.6758], [4.6430, 2.8526, -1.7465], [2.5608, -1.6502, 4.0644], [4.1144, 2.6886, 0.3954], [-0.0675, 6.0978, 0.5148], [-1.4068, -1.8511, 3.0321], [1.3494, -2.1982, -2.0605], [3.7158, -2.0079, -2.7723], [0.1419, -1.9194, -3.4612], [-0.6216, 3.1153, 5.4891], [-2.0954, 0.9315, 0.5054], [4.4519, -1.3519, 2.1026], [-1.0020, 4.8918, -1.3338], [-2.4623, 1.9811, -0.5032], [-4.8092, -1.6646, -5.2913], [2.7773, -0.6112, -3.3073], [-3.3527, -1.4398, -0.6108], [-3.2392, -0.3470, -3.6660], [2.1569, -2.1555, 1.7020], [0.4318, -1.1943, 0.0877], [2.6286, -4.2484, -1.4628], [-0.7779, -4.6494, 1.8630], [4.9499, 3.0225, 0.9881], [1.7777, -4.3964, -3.0006], [2.5850, -4.3879, 0.6027], [-1.2266, -4.4529, 0.8882], [2.6561, 2.0753, -1.1086], [-4.6370, -0.3028, -3.7447], [3.7949, -1.3801, 1.2291], [1.4841, -4.5535, 1.9709], [-0.0136, 1.5982, 0.6469], [1.0686, -0.8628, 3.5720], [3.2081, 0.8028, 2.7398]], "forces_ev_per_angstrom": [[0.0, 0.0, 0.0], [0.0, 0.0, 0.0], [-0.2, -0.5, -0.1], [-0.1, 0.0, 0.0], [0.0, 0.0, 0.0], [-0.2, -0.1, 0.0], [0.0, 0.1, 0.1], [0.0, 0.1, 0.0], [0.2, -0.2, 0.1], [0.0, 0.0, 0.0], [-0.1, 0.0, 0.0], [0.0, 0.0, -0.1], [0.0, 0.0, 0.0], [0.2, 0.1, 0.0], [0.1, -0.1, -0.1], [0.1, 0.0, 0.0], [0.0, 0.0, 0.0], [0.0, 0.0, 0.0], [-0.1, 0.2, 0.1], [-0.1, -0.1, 0.1], [0.0, -0.1, 0.1], [0.0, 0.0, 0.0], [0.1, -0.1, -0.1], [0.0, -0.1, -0.1], [0.0, -0.1, 0.0], [-0.1, -0.1, -0.1], [0.0, 0.0, 0.0], [0.0, -0.1, 0.0], [-0.1, 0.0, -0.1], [0.0, 0.0, 0.0], [-0.1, -0.1, 0.2], [0.0, 0.0, 0.1], [0.0, 0.1, -0.1], [0.0, 0.0, 0.0], [-0.5, 0.4, 0.3], [0.3, 0.3, 0.5], [0.1, 0.0, -0.1], [0.0, 0.0, 0.0], [0.0, 0.0, 0.0], [0.0, -0.1, 0.0], [0.1, 0.0, 0.0], [0.3, 0.2, 0.0], [0.2, 0.1, -0.1], [0.0, 0.1, 0.0], [-0.1, 0.0, -0.2], [0.1, 0.0, 0.0], [-0.1, 0.0, 0.0], [0.0, 0.0, -0.1], [0.0, 0.0, 0.1], [-0.3, 0.5, 0.2], [-0.1, -0.1, -0.1], [-0.1, 0.0, 0.0], [0.0, 0.1, 0.0], [0.1, 0.3, -0.1], [0.0, 0.0, 0.0], [0.0, 0.0, 0.1], [0.1, 0.1, 0.1], [0.0, -0.2, 0.1], [0.0, 0.0, 0.0], [0.0, 0.1, 0.1], [0.0, 0.0, 0.0], [-0.1, 0.0, -0.1], [0.0, 0.0, 0.0], [-0.3, 0.7, -0.3], [0.0, 0.0, 0.0], [0.1, 0.1, 0.0], [0.3, 0.0, 0.0], [0.0, 0.0, 0.1], [0.0, 0.0, 0.0], [0.0, 0.1, 0.0], [0.1, 0.0, 0.0], [0.0, 0.2, -0.2], [-0.1, -0.5, 0.0], [0.0, 0.0, 0.0], [0.0, 0.0, 0.0], [0.0, 0.0, -0.1], [0.0, -0.1, 0.0], [0.0, 0.1, 0.1], [0.0, -0.2, 0.1], [-0.1, 0.0, -0.2], [0.1, -0.1, 0.0], [0.2, -0.1, -0.1], [0.0, 0.0, 0.0], [0.5, -0.9, 0.0], [0.0, 0.2, -0.1], [-0.1, -0.1, 0.1]], "lowdin_spin": [0.00, 0.00, 0.02, 0.00, 0.00, 0.00, 0.00, 0.00, 0.00, 0.00, 0.00, 0.00, 0.00, 0.01, 0.01, 0.00, 0.00, 0.00, 0.00, 0.01, 0.00, 0.00, 0.00, 0.01, 0.00, 0.00, 0.00, 0.00, 0.00, 0.00, 0.00, 0.00, 0.00, 0.00, 0.02, 0.01, 0.00, 0.00, 0.00, 0.00, 0.00, 0.01, 0.02, 0.03, 0.00, 0.00, 0.00, 0.00, 0.00, 0.01, 0.00, 0.00, 0.00, 0.00, 0.00, 0.00, 0.01, 0.00, 0.00, 0.00, 0.00, 0.00, 0.00, 0.04, 0.00, 0.00, 0.01, 0.00, 0.00, 0.00, 0.00, 0.01, 0.02, 0.00, 0.00, 0.00, 0.00, 0.00, 0.00, 0.01, 0.00, 0.00, 0.00, 1.71, 0.00, 0.00]}

=====

{"formula": "C5H8O", "method": "ωB97M-V/def2-TZVPD", "relative_energy_kcal_mol": 54.1, "largest_force_ev_per_a": 0.39, "spin_multiplicity": 1, "energy_ev": -7359.910, "homo_energy_ev": -9.22, "charge": 0, "lumo_energy_ev": 1.12, "orbital_gap_ha": 0.3800, "species": ["C", "H", "H", "H", "C", "H", "H", "H", "O", "C", "H", "C", "H", "C"], "xyz": [[0.0725, -0.2108, 1.2371], [-0.0648, 1.5450, -0.9731], [0.0473, -2.1827, -0.0543], [1.6869, 0.1386, -1.1074], [-1.0455, 1.1103, -0.7641], [-1.6485, 1.8838, -0.2767], [-1.8617, -0.5910, 0.3787], [-1.5227, 0.8578, -1.7181], [1.2715, 0.4995, 0.9394], [1.5307, -0.3970, -0.1627], [-0.1534, -0.4080, 2.2810], [-0.9196, -0.1047, 0.1241], [2.4010, -1.0265, 0.0545], [0.2063, -1.1143, 0.0415]], "forces_ev_per_angstrom": [[-0.2, 0.0, 0.3], [-0.1, 0.0, 0.0], [0.0, 0.2, 0.0], [0.0, -0.1, 0.1], [0.0, 0.0, 0.0], [0.1, -0.1, -0.1], [0.1, 0.1, 0.0], [0.1, 0.0, 0.2], [0.0, 0.1, 0.1], [0.2, -0.1, -0.3], [0.0, 0.0, -0.2], [-0.1, 0.0, 0.0], [-0.1, 0.1, 0.0], [0.0, -0.2, -0.1]], "lowdin_charge": [-0.23, 0.07, 0.13, 0.11, -0.05, 0.08, 0.14, 0.08, -0.08, -0.14, 0.15, -0.24, 0.12, -0.14]}

=====

Number 1 is which compound?
C25H44BN8O2SSbSi3Ti